The following is a DFT calculation (ωB97M-V with the def2-TZVPD basis set) of C19H11Cl in the gas phase in a non-equilibrium geometry.

Geometry as XYZ:
```
31
Properties=species:S:1:pos:R:3
Cl -1.461 2.008 -4.722
C 1.598 0.542 -3.302
C 1.114 1.600 -4.041
C -0.556 2.033 -2.189
C 1.375 -2.182 0.869
C -0.641 -1.999 4.189
C 0.308 -2.554 3.302
C 1.012 0.209 -2.004
C 1.581 -0.868 -1.304
C -1.394 -0.871 3.831
C -1.819 0.846 1.988
C -1.521 1.277 0.662
C 0.499 -2.006 2.043
C -0.042 0.994 -1.415
C 1.072 -1.206 -0.038
C -1.214 -0.295 2.539
C -0.537 0.626 -0.121
C -0.272 -0.915 1.743
C 0.052 -0.475 0.491
C -0.088 2.403 -3.596
H 2.399 -0.027 -3.708
H 1.553 1.856 -4.970
H -1.344 2.648 -1.760
H 2.160 -2.882 0.720
H -0.706 -2.470 5.154
H 0.884 -3.389 3.624
H 2.389 -1.382 -1.798
H -2.079 -0.492 4.543
H -2.564 1.335 2.587
H -1.951 2.193 0.278
H 0.193 3.441 -3.598
```

Output
HOMO energy (eV): -7.356
Energy above the lowest of the compared OMol25 structures with the same formula, charge and spin (eV): 0.000
Orbital gap (Eh): 0.224
Max |F| (hartree/bohr): 0.092
E_LUMO (eV): -1.25